The following is a DFT calculation (ωB97M-V with the def2-TZVPD basis set) of the molecule C4H13N3.

```
20
Properties=species:S:1:pos:R:3:forces:R:3:nbo_charge:R:1
C -0.0425 0.6029 -0.9635 -1.0 -0.1 -1.5 -0.25
N 1.0603 1.3360 -0.3519 -0.4 0.0 -1.1 -0.65
C 2.4311 0.7877 -0.3235 -1.3 0.6 0.3 -0.05
N 2.8406 0.3811 0.9741 1.7 0.3 1.2 -0.86
C -1.1623 0.2497 0.0060 -1.4 -1.9 0.8 -0.22
N -1.5005 -1.2066 -0.0482 1.2 -0.5 -0.6 -0.67
C -2.6890 -1.8389 0.5409 0.4 3.5 0.4 -0.41
H 0.1749 -0.2735 -1.6552 0.4 0.6 1.2 0.19
H -0.4930 1.2931 -1.7095 0.1 -0.3 0.4 0.19
H 1.0168 2.2122 -0.8639 0.8 -0.1 0.5 0.36
H 2.6249 -0.0179 -1.0412 -0.4 0.1 -0.1 0.17
H 3.0060 1.6650 -0.5971 0.7 -0.2 -0.1 0.18
H 3.0980 1.1579 1.5698 -0.1 0.1 -0.3 0.36
H 2.3383 -0.2405 1.5819 -0.7 -0.4 -0.7 0.37
H -0.9351 0.5964 1.0183 0.5 -0.1 0.1 0.18
H -2.1091 0.7627 -0.1940 0.1 0.1 -0.5 0.18
H -0.7059 -1.8333 -0.1038 -0.1 0.5 0.1 0.36
H -3.0139 -1.0924 1.3027 -0.3 -0.7 0.0 0.18
H -3.4587 -1.7933 -0.2314 -0.3 -1.0 0.3 0.19
H -2.4809 -2.7484 1.0897 -0.1 -0.4 -0.5 0.21
```
Positions in Å, forces in eV/Å.

structure (SMILES) = CNCCNCN
charge = 0
frontier orbital gap = 9.1 eV
energy above the lowest of the compared OMol25 structures with the same formula, charge and spin = 196.79 kJ/mol
E_LUMO = 1.11 eV



The following is a DFT calculation (ωB97M-V with the def2-TZVPD basis set) of the ion C4H13N3 with charge +1.

```
20
Properties=species:S:1:pos:R:3:forces:R:3:nbo_charge:R:1
C -0.1917 -1.0501 0.7092 -0.1 -0.2 -1.9 -0.28
C -1.6876 -0.8825 0.4356 -1.6 0.3 1.7 -0.44
C -2.2520 0.4370 -0.1919 3.0 -0.3 -0.4 -0.22
N -1.4753 1.5657 0.3829 -1.0 0.3 0.5 -0.85
N 0.6727 -0.5132 -0.3342 0.7 0.6 1.4 -0.13
C 2.1384 -0.5571 -0.2540 -0.4 1.3 -0.6 -0.11
N 2.6540 0.7155 -0.7145 -0.8 -0.7 -0.4 -0.82
H 0.2203 -0.6786 1.6582 -0.3 0.0 0.0 0.27
H -0.0289 -2.1279 0.6501 0.4 -0.2 0.5 0.27
H -2.1198 -1.7655 -0.0476 0.4 0.2 -0.4 0.24
H -2.0716 -0.9893 1.4639 -0.2 0.2 -0.2 0.24
H -2.0111 0.3095 -1.2521 -0.4 0.3 -0.4 0.16
H -3.3237 0.5998 -0.1378 0.1 -0.2 0.5 0.25
H -0.5447 1.7210 0.0448 0.4 -0.4 -0.4 0.33
H -1.8931 2.4769 0.2390 -0.5 -0.2 0.1 0.39
H 0.3182 0.2696 -0.8832 0.0 -0.3 -0.5 0.42
H 2.3866 -1.3196 -0.9982 0.5 -0.4 0.3 0.26
H 2.5220 -0.7311 0.7561 -0.6 -0.9 0.0 0.24
H 2.3192 1.4831 -0.1494 0.6 0.1 0.2 0.38
H 3.6565 0.6542 -0.8044 0.1 0.5 -0.1 0.41
```
Positions in Å, forces in eV/Å.

charge = +1
frontier orbital gap (alpha / beta) = 10.4 / 5.7 eV
energy above the lowest of the compared OMol25 structures with the same formula, charge and spin = 94.57 kJ/mol
spin multiplicity = 2
E_LUMO (alpha / beta) = -2.85 / -7.55 eV



The following is a DFT calculation (ωB97M-V with the def2-TZVPD basis set) of the ion C4H13N3 with charge +2.

```
20
Properties=species:S:1:pos:R:3:forces:R:3:nbo_charge:R:1
C -1.2774 -1.9272 -0.6070 1.5 -1.0 1.6 -0.09
C 0.6983 -1.2122 0.3773 0.1 0.7 1.8 0.01
C 1.3901 1.8208 0.5007 -0.8 1.3 -0.9 -0.63
C 0.3388 1.3403 -0.4919 1.8 0.4 0.7 -0.27
N -0.2499 -2.1632 0.3949 -2.0 -1.5 -0.9 -0.57
N -1.4670 -0.3792 -0.3994 0.0 0.3 -1.4 -0.38
N -0.2864 0.2034 0.2652 0.2 0.3 -1.8 -0.26
H -0.9296 -2.2354 -1.5755 0.5 1.1 -0.9 0.27
H -2.1928 -2.5252 -0.5131 -0.1 0.7 0.8 0.30
H 1.2949 -1.1421 1.2826 -0.2 0.1 0.2 0.28
H 1.3466 -1.1110 -0.4546 0.2 0.2 -1.3 0.24
H 0.8424 2.1642 1.3321 -0.6 0.8 1.4 0.21
H 2.0869 1.1626 0.8855 1.5 -1.8 0.3 0.23
H 1.9268 2.6713 0.1141 0.1 0.3 -0.3 0.29
H 0.8223 0.9878 -1.3932 -0.4 -0.2 -0.4 0.25
H -0.2755 2.2413 -0.6175 -0.6 -0.8 -0.4 0.27
H -0.5830 -2.5902 1.2502 0.4 0.2 0.2 0.44
H -1.6979 0.0573 -1.3410 0.4 0.0 1.3 0.49
H -2.1819 -0.2004 0.2719 -1.6 -0.1 0.2 0.46
H -0.5411 0.6522 1.1616 -0.3 -0.8 0.0 0.46
```
Positions in Å, forces in eV/Å.

structure (SMILES) = CC[N@@H+]1CNC[NH2+]1
charge = +2
frontier orbital gap = 12.2 eV
energy above the lowest of the compared OMol25 structures with the same formula, charge and spin = 456.96 kJ/mol
E_LUMO = -7.82 eV



The following is a DFT calculation (ωB97M-V with the def2-TZVPD basis set) of the ion C4H13N3 with charge +2.

```
20
Properties=species:S:1:pos:R:3:forces:R:3:nbo_charge:R:1
C 0.8147 -0.4420 -0.6792 -1.5 0.0 -1.0 0.59
C 1.1892 -1.7516 -0.0880 -2.9 1.5 3.5 -0.70
C -0.2210 1.7892 -0.7131 2.4 0.9 -0.4 -0.42
C -1.7117 -0.1455 1.5745 1.9 0.9 -1.0 -0.37
N 0.8726 -0.3221 -1.9839 0.8 -0.2 -1.7 -0.71
N 0.2895 0.6171 -0.0606 -0.2 -1.1 2.5 -0.18
N -0.0616 0.4950 1.3176 -6.0 -0.5 -2.2 -0.36
H 0.6093 -2.5482 -0.3970 -1.5 -1.5 -1.9 0.30
H 2.1215 -1.8926 -0.4090 4.1 -1.0 -0.7 0.28
H 0.9950 -1.9799 1.0098 1.0 1.2 -1.0 0.26
H -1.1890 1.7772 -1.1129 -1.7 -0.8 -0.3 0.25
H 0.4742 1.8547 -1.5868 -0.7 1.4 1.1 0.24
H -0.1594 2.5591 0.0597 0.3 0.6 -0.8 0.25
H -2.1811 0.3319 2.4014 0.7 -0.4 1.9 0.28
H -2.3585 0.2557 0.8736 -0.6 1.2 -2.5 0.24
H -1.6700 -1.1803 1.3323 0.4 -0.9 0.9 0.25
H 1.0676 -1.0436 -2.6574 0.4 -1.4 0.8 0.46
H 0.9391 0.4846 -2.5946 -0.5 0.8 0.9 0.45
H 0.3806 -0.1563 1.8376 2.8 -2.7 1.7 0.44
H -0.2010 1.2975 1.8758 0.7 2.1 0.1 0.46
```
Positions in Å, forces in eV/Å.

structure (SMILES) = C[NH2+]/[N+](C)=C(\C)N
charge = +2
frontier orbital gap = 11.3 eV
energy above the lowest of the compared OMol25 structures with the same formula, charge and spin = 505.33 kJ/mol
E_LUMO = -8.42 eV



The following is a DFT calculation (ωB97M-V with the def2-TZVPD basis set) of a cluster of 2 separate species, C4H13N3 in total.

```
20
Properties=species:S:1:pos:R:3:forces:R:3:nbo_charge:R:1
C 1.9569 -0.4820 -0.5632 3.0 1.5 0.2 -0.17
C 0.9927 0.3251 0.2140 -1.5 1.3 -0.5 -0.58
C -0.3422 0.4487 -0.4463 -2.2 -0.7 2.1 0.10
N -3.0050 0.7116 -0.9409 -0.8 -0.5 -1.5 -0.90
C -2.9794 0.2025 0.3371 0.8 0.1 1.1 0.37
N -1.8335 0.0357 0.9857 -3.0 0.7 -2.4 -0.59
N 3.1390 -1.0045 0.5006 1.6 1.9 -2.8 -0.73
H 1.5832 -1.3939 -1.0039 0.0 -0.1 -0.2 0.25
H 2.4560 0.2771 -1.2908 -0.3 -2.1 1.0 0.27
H 0.7751 -0.2390 1.0859 -0.1 0.1 1.4 0.28
H 1.2827 1.3847 0.3541 0.5 -0.9 0.6 0.27
H -0.7416 -0.3401 -1.0842 0.3 0.3 -0.1 0.24
H -0.8850 1.3957 -0.4912 1.1 -0.2 -0.6 0.25
H -3.7341 0.3253 -1.6480 1.3 1.4 2.1 0.46
H -2.9554 1.7361 -0.8127 -0.3 -0.6 -1.0 0.43
H -3.9857 0.1439 0.8132 0.9 -0.8 0.3 0.23
H -2.1366 -0.1156 1.9650 1.5 -0.2 -0.1 0.43
H 3.6265 -0.2786 1.1307 -1.2 -1.0 -1.2 0.47
H 3.8999 -1.3449 -0.1735 -1.0 0.4 1.3 0.47
H 2.8864 -1.7878 1.0683 -0.6 -0.7 0.5 0.45
```
Positions in Å, forces in eV/Å.

charge = +2
frontier orbital gap = 8.9 eV
energy above the lowest of the compared OMol25 structures with the same formula, charge and spin = 428.90 kJ/mol
E_LUMO = -8.70 eV



The following is a DFT calculation (ωB97M-V with the def2-TZVPD basis set) of a structure of composition C4H13N3O.

```
21
Properties=species:S:1:pos:R:3:forces:R:3:nbo_charge:R:1
C 1.5045 1.0961 -0.1784 -0.2 0.1 -1.6 -0.05
O 0.1920 1.2583 -0.6751 -0.4 -0.7 0.5 -0.85
C 1.6554 0.2221 1.0417 1.0 -0.4 0.3 -0.24
N 3.0809 0.3493 1.4610 0.0 0.6 0.7 -0.85
H 2.1525 0.6332 -0.9629 -0.2 0.5 0.4 0.15
H 1.8649 2.1144 0.0144 0.3 -0.2 0.2 0.15
H 0.9264 0.5275 1.7939 -0.1 -0.1 0.2 0.16
H 1.4896 -0.8363 0.7566 -0.1 0.5 0.3 0.18
H 3.2986 1.3538 1.6169 -0.2 -1.1 -0.1 0.35
H 3.3593 -0.1564 2.3217 -0.7 0.4 -0.8 0.36
C -1.4833 -1.4464 0.7513 0.2 0.1 -0.3 -0.41
N -2.2237 0.4282 -2.2732 -0.5 1.6 -2.6 -0.77
C -2.2545 -0.4967 -1.4025 -1.3 -4.9 5.0 0.35
N -1.3304 -0.6493 -0.4650 -2.0 0.2 -1.2 -0.58
H -0.8632 -2.3298 0.6309 0.1 -0.3 0.2 0.20
H -2.5038 -1.7650 0.9728 -0.1 0.1 -0.2 0.19
H -1.1047 -0.8910 1.6396 -0.3 -0.2 -0.8 0.21
H -1.3848 0.8728 -2.0452 1.8 2.4 -1.1 0.43
H -2.7801 0.5283 -3.1347 0.8 -0.2 1.2 0.42
H -3.1573 -1.1545 -1.3639 0.6 0.3 -0.1 0.15
H -0.4382 0.3416 -0.4999 1.3 1.2 -0.1 0.45
```
Positions in Å, forces in eV/Å.

charge = 0
frontier orbital gap = 9.3 eV
energy above the lowest of the compared OMol25 structures with the same formula, charge and spin = 255.29 kJ/mol
E_LUMO = 0.79 eV



Number 1: maximum force 3.5 eV/A. Number 2: maximum force 3.0 eV/A. Number 3: maximum force 2.6 eV/A. Number 4: maximum force 6.4 eV/A. Number 5: maximum force 3.9 eV/A. Number 6: maximum force 7.1 eV/A.